Below is 2 unconnected molecules or ions with the total composition C4H8NO3, with properties calculated with wB97M-V/def2-TZVPD.

Properties
Net charge: -1
HOMO-LUMO gap: 8.624 eV
Max |F|: 0.97 eV/Å
2S+1: 1
Energy relative to the best compared isomer or geometry (same formula, charge and spin): 5.5 kcal/mol

Each line ends with the natural charge from an NBO analysis.
CARTESIAN COORDINATES (ANGSTROEM)
C  1.39452  2.19605  1.97867  -0.73
C  0.21658  1.36256  1.43096  0.77
O  0.42124  0.11935  1.35322  -0.82
O  -0.78845  1.99440  1.05831  -0.76
H  2.33678  1.77002  1.62302  0.20
H  1.43349  2.18954  3.07174  0.20
H  1.36262  3.23646  1.65410  0.20
C  -0.71912  -0.74502  -2.19839  -0.72
C  -0.95769  -1.97732  -1.37515  0.68
O  -1.66418  -2.91287  -1.73325  -0.68
N  -0.27414  -1.98586  -0.19683  -0.85
H  -0.54386  -2.80346  0.32363  0.36
H  -0.20734  -1.11450  0.37891  0.46
H  -0.55538  -1.02439  -3.24130  0.21
H  0.14583  -0.19611  -1.83679  0.23
H  -1.60090  -0.10885  -2.29085  0.23

Cartesian forces, eV/Å:
C 0.46 -0.02 0.01
C 0.00 0.42 -0.44
O 0.00 0.01 0.25
O -0.04 -0.14 0.14
H -0.05 -0.08 0.08
H -0.14 -0.12 -0.03
H -0.27 -0.02 -0.02
C -0.08 0.20 -0.94
C 0.07 0.10 0.62
O 0.08 0.02 -0.37
N -0.69 -0.22 -0.10
H 0.04 -0.13 0.32
H 0.54 0.04 -0.26
H 0.26 -0.30 0.05
H -0.18 0.21 0.08
H -0.01 0.04 0.60

=====

Below is 2 unconnected molecules or ions with the total composition C3H11N3 in a non-equilibrium geometry, with properties calculated with wB97M-V/def2-TZVPD.

Properties
HOMO-LUMO gap: 9.636 eV
Max |F|: 2.45 eV/Å
2S+1: 1
Energy relative to the best compared isomer or geometry (same formula, charge and spin): 44.0 kcal/mol

Each line ends with the natural charge from an NBO analysis.
CARTESIAN COORDINATES (ANGSTROEM)
H  1.62025  -3.74192  -3.80023  0.36
N  0.84717  -3.91460  -3.17142  -0.75
C  0.84336  -3.19882  -2.13126  0.30
N  0.29612  -3.60603  -0.91429  -0.84
H  1.08712  -2.12788  -2.07526  0.13
H  0.46061  -2.85347  -0.27135  0.39
H  -0.49636  -4.20672  -1.07849  0.41
C  -1.49588  2.34022  0.68500  -0.41
N  -0.18353  1.80530  1.01815  -0.63
C  0.56714  2.63014  1.96246  -0.42
H  -2.02419  2.77951  1.53663  0.16
H  -2.09268  1.54968  0.24647  0.20
H  -1.43048  3.14617  -0.05318  0.19
H  -0.35931  0.87771  1.38164  0.35
H  -0.03260  3.44907  2.36050  0.18
H  0.92268  2.05761  2.82475  0.19
H  1.47060  3.01402  1.47987  0.19

Cartesian forces, eV/Å:
H -0.60 0.90 -0.55
N 0.56 -1.17 0.68
C -0.51 0.26 0.26
N 0.98 0.61 -2.16
H 1.11 -0.22 -0.10
H -1.34 -0.36 0.78
H -0.20 -0.01 1.09
C 0.16 0.52 -0.35
N -0.51 -0.22 0.16
C 0.48 -0.37 -0.01
H -0.12 -0.18 0.23
H -0.21 -0.09 -0.06
H 0.15 -0.10 -0.04
H 0.36 0.11 0.20
H -0.01 0.14 -0.08
H -0.13 -0.10 -0.09
H -0.17 0.28 0.05

=====

Below is a molecular structure, C41H37F5P2Re in a non-equilibrium geometry, with properties calculated with wB97M-V/def2-TZVPD.

Properties
Net charge: +2
HOMO-LUMO gap (alpha / beta): 6.032 / 3.669 eV
Max |F|: 6.43 eV/Å
2S+1: 4
Energy relative to the best compared isomer or geometry (same formula, charge and spin): 203.2 kcal/mol

Each line ends with the Mulliken spin population.
CARTESIAN COORDINATES (ANGSTROEM)
Re  -0.63659  0.45225  -3.20071  0.47
C  -2.58753  0.87440  -5.27140  -0.01
C  -2.00072  -0.32910  -4.87514  0.09
C  -1.21243  -1.07184  -5.92479  -0.02
C  0.15792  -0.47051  -6.26038  0.01
C  0.68790  0.42167  -5.11332  -0.07
C  0.01563  1.55228  -4.61764  0.18
C  -0.61200  2.32991  -5.82888  0.00
C  -1.95542  1.76103  -6.31940  0.03
C  0.41841  0.47109  -1.24832  0.12
H  -3.50759  1.25436  -4.87344  0.00
H  -2.48187  -0.95741  -4.14464  -0.06
H  -1.80698  -1.23661  -6.82520  0.00
H  -1.10839  -2.10031  -5.60945  0.00
H  0.85567  -1.30012  -6.45699  -0.01
H  0.06995  0.12202  -7.17012  0.00
H  1.82052  0.28801  -5.06062  0.02
H  0.12500  2.09472  -3.61208  0.11
H  0.09864  2.31835  -6.66070  0.00
H  -0.73878  3.37887  -5.60448  0.00
H  -2.62486  2.62503  -6.54077  0.00
H  -1.85206  1.15295  -7.25154  0.00
H  -0.07520  1.42800  -0.94477  0.01
H  1.44076  0.70912  -0.80910  0.04
H  0.23264  -0.35643  -0.52585  -0.03
P  -0.68642  -1.86534  -2.56815  0.29
P  2.02839  -0.23804  -2.61342  0.03
C  0.71975  -2.57417  -3.37569  -0.03
C  1.80418  -1.73843  -3.61123  0.31
C  -1.96127  -3.01901  -2.25114  0.11
C  -2.50696  -3.80276  -3.30079  0.05
C  -3.67148  -4.59333  -3.11953  0.00
C  -4.30194  -4.70232  -1.86327  0.01
C  -3.79173  -3.89816  -0.82928  -0.01
C  -2.63869  -3.14046  -1.01737  0.08
C  -2.53905  0.86842  -2.63930  0.06
C  -2.11063  2.20814  -2.68658  0.05
C  -3.06915  3.20001  -2.43610  -0.01
C  -4.38072  2.80020  -2.03555  0.02
C  -4.77092  1.43406  -1.93401  0.00
C  -3.87070  0.46187  -2.37570  0.07
C  3.32458  -0.86569  -1.56998  0.03
C  3.00396  -2.05082  -0.88466  0.00
C  4.03551  -2.86981  -0.42790  0.01
C  5.37856  -2.55220  -0.63183  0.00
C  5.66092  -1.38576  -1.31849  0.00
C  4.66206  -0.55099  -1.78925  0.01
C  2.71728  1.46340  -3.02047  0.03
C  2.38258  2.60650  -2.25629  0.02
C  2.91612  3.89044  -2.55909  -0.01
C  3.81656  4.05179  -3.61879  0.00
C  4.23624  2.90339  -4.29506  0.00
C  3.70554  1.64444  -4.00738  0.00
H  0.66520  -3.65592  -3.64779  0.02
H  2.69814  -2.07557  -4.16274  -0.03
H  -2.05610  -3.75898  -4.29703  0.00
H  -4.13059  -5.14180  -3.97555  0.00
H  -5.15896  -5.37467  -1.69782  0.00
H  -4.34776  -3.86497  0.11902  0.00
H  -2.27686  -2.55378  -0.20147  -0.01
H  -1.21768  2.63237  -3.14202  -0.01
H  -2.66994  4.22110  -2.29507  0.00
H  -5.06516  3.56116  -1.65031  0.00
H  -5.82882  1.19825  -1.72896  0.00
H  -4.11120  -0.59022  -2.42132  0.01
H  1.95330  -2.33630  -0.75915  -0.01
H  3.79260  -3.77396  0.12222  0.00
H  6.16027  -3.22447  -0.27865  0.00
H  6.68732  -1.12435  -1.48094  0.00
H  4.93622  0.35370  -2.29830  0.00
H  1.60516  2.57901  -1.46421  0.01
H  2.54937  4.74825  -1.93517  0.00
H  4.19651  5.07284  -3.82197  0.00
H  4.96159  3.04625  -5.07067  0.00
H  4.02533  0.80232  -4.59372  0.00
F  -0.81844  -1.53137  0.77116  0.01
C  -1.74328  -0.50385  0.87413  0.18
C  -1.90756  0.54699  0.00286  0.00
C  -2.37161  1.72243  0.52782  0.20
F  -2.00183  2.95454  0.06370  0.05
C  -3.03393  1.73380  1.76435  0.23
F  -3.55327  2.88587  2.18929  0.04
C  -3.07372  0.58540  2.53054  0.02
F  -3.64457  0.61904  3.73660  0.00
C  -2.39652  -0.53007  2.10239  0.24
F  -2.22818  -1.59534  2.89717  0.05

Cartesian forces, eV/Å:
Re -0.15 -4.38 2.04
C 1.23 -0.39 -0.03
C -1.27 0.21 -1.91
C 0.34 -0.49 -0.20
C -0.27 0.51 0.34
C 2.69 -2.08 1.24
C 0.21 3.09 -5.63
C 0.07 -0.04 0.57
C -1.10 -0.24 -0.21
C 2.18 0.50 2.52
H -0.16 -0.03 0.62
H -0.85 -0.07 -0.53
H -0.14 0.52 -0.16
H 0.43 -0.30 0.53
H -0.03 0.57 0.11
H 0.23 -0.01 -0.20
H -1.65 0.31 0.43
H 2.30 0.72 -1.59
H 0.06 -0.06 0.28
H -0.11 0.35 0.38
H 0.34 -0.84 0.05
H 0.10 0.55 0.57
H 0.22 -0.64 -0.03
H -0.37 0.15 -0.61
H -0.36 0.64 -1.11
P 1.21 0.61 -0.69
P -1.68 2.25 -0.59
C 0.43 0.16 -0.10
C 0.04 -1.52 -0.09
C -2.00 -2.04 -0.27
C -0.66 -0.12 -0.17
C 0.04 -0.32 -0.13
C 0.75 0.69 -0.39
C -0.31 -0.52 -0.17
C -0.17 0.69 -0.14
C -0.73 0.37 1.15
C -3.26 0.60 0.14
C -0.34 -0.48 1.44
C 0.64 -0.02 0.72
C 0.07 1.20 -1.53
C 1.54 0.72 0.52
C -0.58 -1.31 0.50
C 0.56 -0.21 0.14
C -0.46 -0.23 0.50
C -0.70 0.01 -0.16
C 0.33 -0.12 0.18
C -0.07 0.29 0.18
C 0.66 0.45 -0.28
C -0.61 0.53 -0.11
C -0.70 -0.52 0.45
C -0.25 0.11 0.98
C -0.41 0.45 0.25
C -0.49 0.33 0.08
H 0.49 0.99 0.02
H -0.47 -0.09 0.27
H -0.20 -0.07 0.28
H 0.74 0.49 0.70
H 0.46 0.57 -0.21
H 0.63 -0.07 -0.33
H -0.03 -0.03 0.26
H -0.04 -0.16 0.54
H -0.87 -0.39 -0.56
H 0.16 -0.19 -0.44
H 0.76 0.05 0.16
H -0.14 -0.12 0.08
H 0.48 -0.03 0.09
H -0.05 0.07 -0.11
H -0.18 0.28 -0.10
H 0.34 0.22 -0.14
H 0.08 0.16 -0.15
H 0.84 -0.03 -0.62
H 0.56 -0.89 -0.79
H -0.14 -0.96 -0.13
H 0.27 -0.32 -0.34
H 0.22 -0.23 -0.20
F -0.66 0.77 -0.48
C -0.16 1.61 -1.54
C 1.56 -1.29 0.68
C 1.00 -0.20 -0.55
F -0.68 -1.50 0.42
C -1.04 1.28 1.56
F 0.22 -1.10 0.02
C -1.11 1.46 1.27
F 0.18 -0.16 -0.56
C 0.51 -2.07 1.62
F -0.50 1.37 -0.59